No. 1
# C30H33CaN6O8P2S2Si

A structure of composition C30H33CaN6O8P2S2Si (ωB97M-V/def2-TZVPD, OMol25).

Element x y z (Å)
1 Ca 0.114 0.367 -0.065
2 N -1.233 -3.693 1.050
3 C -1.481 -4.522 -0.065
4 C -0.740 -5.677 -0.246
5 C -0.982 -6.511 -1.333
6 C -1.978 -6.188 -2.238
7 C -2.719 -5.026 -2.055
8 C -2.477 -4.192 -0.981
9 S -3.416 -2.702 -0.799
10 N -2.758 -1.942 0.561
11 C -1.827 -2.466 1.246
12 C -1.293 -1.728 2.447
13 C -1.647 -2.104 3.732
14 C -1.114 -1.391 4.798
15 C -0.239 -0.352 4.545
16 C 0.083 -0.061 3.228
17 N -0.432 -0.744 2.201
18 H -0.400 -3.876 1.583
19 H 0.039 -5.923 0.472
20 H -0.390 -7.408 -1.462
21 H -2.176 -6.827 -3.091
22 H -3.492 -4.755 -2.771
23 H -2.344 -2.920 3.886
24 H -1.389 -1.644 5.815
25 H 0.189 0.235 5.349
26 H 0.772 0.741 2.974
27 C 5.248 3.102 -1.194
28 Si 5.599 2.170 0.397
29 C 5.516 3.296 1.898
30 C 7.384 1.565 0.283
31 C 4.525 0.643 0.578
32 C 5.083 -0.626 0.630
33 C 4.294 -1.774 0.719
34 C 2.928 -1.604 0.721
35 N 2.341 -0.399 0.702
36 C 3.099 0.728 0.655
37 S 2.231 2.226 0.684
38 H 5.970 3.917 -1.329
39 H 4.238 3.522 -1.179
40 H 5.329 2.435 -2.060
41 H 6.234 4.121 1.797
42 H 5.763 2.742 2.811
43 H 4.508 3.709 2.007
44 H 8.054 2.430 0.189
45 H 7.541 0.924 -0.595
46 H 7.688 1.004 1.176
47 H 6.163 -0.736 0.585
48 H 4.729 -2.764 0.737
49 H 2.256 -2.459 0.717
50 N -1.565 -0.694 -3.444
51 C -0.049 -0.784 -3.647
52 C 0.254 -1.282 -5.066
53 P 0.454 1.005 -3.466
54 O 2.047 0.984 -3.644
55 O -0.193 1.668 -4.623
56 O 0.064 1.356 -2.054
57 P 0.620 -1.933 -2.375
58 O -0.026 -3.348 -2.887
59 O 2.096 -1.974 -2.461
60 O -0.108 -1.615 -1.094
61 H -1.944 -0.081 -4.171
62 H -1.841 -0.263 -2.533
63 H -2.003 -1.614 -3.482
64 H -0.075 -0.545 -5.802
65 H -0.228 -2.244 -5.263
66 H 1.331 -1.410 -5.172
67 H 2.491 0.707 -2.833
68 H 0.670 -3.874 -3.288
69 O -2.977 0.525 -1.551
70 C -3.036 1.182 -0.503
71 N -2.062 1.307 0.437
72 C -2.531 2.088 1.480
73 O -1.940 2.353 2.509
74 C -3.945 2.531 1.152
75 C -4.848 3.315 1.835
76 C -6.096 3.528 1.247
77 C -6.410 2.960 0.016
78 C -5.484 2.164 -0.663
79 C -4.257 1.968 -0.071
80 H -4.589 3.751 2.794
81 H -6.834 4.143 1.751
82 H -7.387 3.142 -0.419
83 H -5.716 1.716 -1.623

Results
HOMO energy	-4.60	eV
net charge	-1
LUMO	2.223	eV
energy relative to the best compared isomer or geometry (same formula, charge and spin)	0.473	eV

No. 2
# C30H33ClGeN3O3S2Sc

A structure of composition C30H33ClGeN3O3S2Sc (ωB97M-V/def2-TZVPD, OMol25).

Element x y z (Å)
1 Sc 0.065 -0.181 -0.727
2 C 1.255 3.226 2.123
3 C 2.200 2.235 2.359
4 C 1.798 0.947 2.674
5 C 0.440 0.638 2.746
6 C -0.501 1.623 2.481
7 C -0.096 2.921 2.185
8 H 1.574 4.236 1.895
9 H 3.255 2.470 2.299
10 H 2.527 0.171 2.860
11 H 0.130 -0.357 3.030
12 H -1.558 1.397 2.561
13 H -0.838 3.690 2.009
14 C -2.042 5.313 -2.022
15 C -3.068 4.465 -2.429
16 C -3.076 3.138 -2.040
17 C -2.035 2.667 -1.242
18 C -1.010 3.503 -0.829
19 C -1.018 4.835 -1.220
20 N -1.973 1.292 -0.813
21 N -3.067 0.697 -0.892
22 C -3.044 -0.668 -0.471
23 C -4.266 -1.315 -0.491
24 C -4.290 -2.645 -0.079
25 C -3.108 -3.239 0.311
26 C -1.923 -2.509 0.267
27 N -1.887 -1.236 -0.120
28 H -2.044 6.347 -2.339
29 H -3.862 4.843 -3.059
30 H -3.859 2.472 -2.361
31 H -0.219 3.124 -0.195
32 H -0.213 5.486 -0.906
33 H -5.148 -0.783 -0.814
34 H -5.222 -3.195 -0.071
35 H -3.056 -4.266 0.644
36 H -0.985 -2.962 0.556
37 C 3.876 -2.388 -1.528
38 Ge 2.472 -1.909 -2.800
39 C 2.489 -3.261 -4.232
40 C 3.080 -0.252 -3.674
41 C 0.665 -1.801 -2.067
42 H 4.814 -2.487 -2.077
43 H 3.658 -3.329 -1.025
44 H 3.994 -1.631 -0.754
45 H 3.496 -3.392 -4.629
46 H 1.833 -2.961 -5.051
47 H 2.141 -4.225 -3.858
48 H 3.955 -0.507 -4.276
49 H 3.389 0.507 -2.956
50 H 2.328 0.173 -4.340
51 H 0.472 -2.779 -1.606
52 H 0.022 -1.712 -2.957
53 C 3.176 -5.405 1.085
54 O 2.828 -4.020 1.080
55 C 1.541 -3.652 1.141
56 S 0.330 -4.794 1.177
57 S 1.425 -1.933 1.125
58 H 4.261 -5.417 1.017
59 H 2.727 -5.917 0.235
60 H 2.839 -5.882 2.005
61 Cl 3.167 6.482 -4.825
62 C 2.592 5.041 -4.044
63 C 3.136 4.676 -2.822
64 C 2.664 3.534 -2.196
65 C 1.662 2.778 -2.796
66 C 1.136 3.152 -4.026
67 C 1.601 4.291 -4.658
68 C 1.100 1.606 -2.084
69 O 0.137 0.954 -2.567
70 O 1.537 1.297 -0.920
71 H 3.914 5.278 -2.374
72 H 3.059 3.220 -1.239
73 H 0.356 2.550 -4.472
74 H 1.204 4.606 -5.613

Results
HOMO energy	-7.55	eV
net charge	0
LUMO	-1.786	eV
energy relative to the best compared isomer or geometry (same formula, charge and spin)	0.563	eV

No. 3
# C30H33CrN7SSi

A structure of composition C30H33CrN7SSi (ωB97M-V/def2-TZVPD, OMol25).

Element x y z (Å)
1 Cr 10.573 9.919 9.049
2 C 11.432 13.205 11.477
3 C 11.527 12.670 10.241
4 N 10.399 12.151 9.564
5 C 9.163 11.973 10.384
6 C 9.082 12.568 11.656
7 C 10.223 13.211 12.207
8 C 7.831 12.426 12.289
9 C 6.785 11.747 11.693
10 C 6.992 11.010 10.541
11 C 8.204 11.081 9.932
12 N 8.695 10.237 8.938
13 C 8.026 9.139 8.303
14 C 6.673 9.061 7.967
15 C 6.236 8.078 7.056
16 C 7.129 7.216 6.473
17 C 8.471 7.180 6.917
18 C 9.499 6.302 6.369
19 C 10.766 6.371 6.779
20 C 11.205 7.329 7.825
21 N 10.100 8.087 8.452
22 C 8.887 8.112 7.864
23 H 12.333 13.661 11.937
24 H 12.406 12.723 9.616
25 H 10.156 13.704 13.148
26 H 7.767 12.804 13.314
27 H 5.834 11.634 12.202
28 H 6.182 10.352 10.213
29 H 5.993 9.898 8.221
30 H 5.195 8.051 6.774
31 H 6.714 6.591 5.724
32 H 9.204 5.685 5.522
33 H 11.505 5.703 6.375
34 H 11.761 6.781 8.597
35 C 14.201 8.317 11.195
36 C 12.822 8.836 10.798
37 N 12.489 9.044 9.582
38 N 13.211 8.706 8.435
39 C 12.255 8.355 7.334
40 N 13.044 7.882 6.264
41 S 11.405 9.961 6.855
42 C 11.762 9.101 11.794
43 C 11.973 8.874 13.144
44 C 10.964 9.019 14.020
45 C 9.699 9.302 13.474
46 C 9.542 9.538 12.134
47 N 10.582 9.543 11.265
48 H 14.700 9.019 11.838
49 H 14.811 8.226 10.302
50 H 14.125 7.345 11.664
51 H 13.838 7.869 8.590
52 H 12.492 7.384 5.559
53 H 13.541 8.631 5.816
54 H 12.963 8.648 13.459
55 H 11.089 8.862 15.071
56 H 8.773 9.309 14.072
57 H 8.561 9.766 11.710
58 C 8.332 14.954 9.409
59 Si 9.632 14.513 8.084
60 C 8.810 14.623 6.446
61 C 11.099 15.672 8.172
62 C 10.152 12.717 8.203
63 H 8.112 16.028 9.332
64 H 8.741 14.841 10.429
65 H 7.398 14.396 9.280
66 H 8.565 15.673 6.296
67 H 7.857 14.042 6.564
68 H 9.424 14.226 5.627
69 H 10.810 16.726 8.073
70 H 11.916 15.456 7.477
71 H 11.458 15.617 9.217
72 H 11.018 12.498 7.569
73 H 9.347 12.174 7.754

Results
HOMO energy (spin up / spin down)	-5.92 / -6.13	eV
net charge	0
LUMO (spin up / spin down)	-0.558 / -0.740	eV
energy relative to the best compared isomer or geometry (same formula, charge and spin)	0.000	eV
2S+1	5

No. 4
# C30H33F10MoN5SSi2

A structure of composition C30H33F10MoN5SSi2 (ωB97M-V/def2-TZVPD, OMol25).

Element x y z (Å)
1 Mo 0.095 -0.375 0.393
2 C -0.571 -1.934 3.107
3 N -0.587 -2.079 1.638
4 C -1.962 -2.332 1.180
5 C -2.705 -1.021 1.261
6 N -1.879 0.025 0.625
7 C -2.651 1.165 0.345
8 C -2.720 1.707 -0.941
9 F -2.056 1.098 -1.921
10 C -3.509 2.788 -1.280
11 F -3.510 3.238 -2.530
12 C -4.320 3.372 -0.324
13 F -5.084 4.406 -0.627
14 C -4.310 2.856 0.960
15 F -5.058 3.413 1.904
16 C -3.497 1.782 1.278
17 F -3.502 1.375 2.554
18 C 0.359 -3.114 1.216
19 C 1.745 -2.612 1.532
20 N 1.890 -1.187 1.155
21 C 3.208 -0.736 1.348
22 C 4.277 -1.452 1.946
23 F 4.132 -2.637 2.559
24 C 5.582 -0.987 1.986
25 F 6.508 -1.744 2.559
26 C 5.933 0.242 1.464
27 F 7.180 0.675 1.499
28 C 4.919 1.012 0.933
29 F 5.166 2.225 0.452
30 C 3.626 0.529 0.902
31 F 2.717 1.385 0.435
32 H -0.801 -2.896 3.574
33 H -1.313 -1.207 3.425
34 H 0.403 -1.596 3.453
35 H -2.449 -3.107 1.780
36 H -1.921 -2.655 0.145
37 H -2.942 -0.779 2.296
38 H -3.658 -1.114 0.731
39 H 0.262 -3.245 0.146
40 H 0.175 -4.068 1.721
41 H 2.465 -3.215 0.975
42 H 1.942 -2.761 2.591
43 C 0.808 -3.401 -3.383
44 Si -0.707 -2.892 -2.386
45 C -1.237 -4.452 -1.445
46 C -2.243 -2.469 -3.406
47 N -0.233 -1.424 -1.477
48 C 0.378 -0.456 -2.275
49 C 0.017 0.059 -3.595
50 C 0.243 1.313 -4.060
51 C 0.652 2.526 -3.403
52 C 0.791 2.811 -2.076
53 C 0.715 1.791 -1.101
54 N 0.210 1.762 0.123
55 Si 0.198 3.038 1.371
56 C -0.143 1.948 2.891
57 C 1.886 3.849 1.531
58 C -1.076 4.387 1.081
59 H 0.620 -4.346 -3.896
60 H 1.675 -3.540 -2.734
61 H 1.088 -2.663 -4.138
62 H -1.373 -5.205 -2.226
63 H -2.202 -4.353 -0.945
64 H -0.519 -4.869 -0.740
65 H -2.849 -3.367 -3.532
66 H -2.008 -2.099 -4.405
67 H -2.856 -1.711 -2.912
68 H -0.460 -0.637 -4.274
69 H -0.007 1.457 -5.105
70 H 0.712 3.379 -4.070
71 H 0.855 3.847 -1.759
72 H 0.382 0.989 2.769
73 H -1.205 1.751 3.042
74 H 0.232 2.397 3.813
75 H 2.570 3.252 2.134
76 H 1.771 4.817 2.024
77 H 2.364 4.022 0.565
78 H -2.076 4.104 1.403
79 H -1.126 4.688 0.032
80 H -0.788 5.269 1.657
81 S 2.309 -0.416 -2.233
82 C 1.055 0.408 -1.304

Results
HOMO energy (spin up / spin down)	-10.89 / -10.96	eV
net charge	+1
LUMO (spin up / spin down)	-4.248 / -4.178	eV
energy relative to the best compared isomer or geometry (same formula, charge and spin)	3.518	eV
2S+1	2

No. 5
# C30H33FN5O5S6Ti

A structure of composition C30H33FN5O5S6Ti (ωB97M-V/def2-TZVPD, OMol25).

Element x y z (Å)
1 Ti 0.086 -0.419 -2.448
2 C 3.934 -1.218 4.060
3 C 2.759 -2.115 3.691
4 N 1.983 -1.598 2.572
5 C 2.298 -2.018 1.304
6 C 1.612 -1.616 0.213
7 C 2.073 -2.139 -1.119
8 O 3.045 -2.841 -1.216
9 O 1.328 -1.760 -2.153
10 C 0.498 -0.746 0.390
11 O -0.232 -0.329 -0.624
12 C 0.165 -0.292 1.668
13 C -0.935 0.581 1.869
14 C -1.179 1.066 3.130
15 F -2.246 1.889 3.327
16 C -0.375 0.774 4.212
17 C 0.709 -0.125 4.033
18 C 0.959 -0.681 2.791
19 N -0.550 1.410 5.471
20 C -0.859 0.655 6.662
21 C 0.089 1.144 7.801
22 N 0.811 2.340 7.245
23 C -0.175 3.391 6.818
24 C -0.932 2.796 5.586
25 H 4.444 -1.596 4.948
26 H 3.602 -0.195 4.253
27 H 4.655 -1.180 3.242
28 H 2.084 -2.255 4.535
29 H 3.117 -3.103 3.404
30 H 3.132 -2.699 1.203
31 H -1.558 0.857 1.029
32 H 1.342 -0.357 4.882
33 H -0.709 -0.404 6.473
34 H -1.900 0.804 6.975
35 H 0.840 0.407 8.077
36 H -0.450 1.464 8.689
37 H 1.210 1.993 6.358
38 H 1.536 2.692 7.866
39 H 0.377 4.295 6.575
40 H -0.830 3.584 7.663
41 H -0.652 3.321 4.678
42 H -2.007 2.926 5.740
43 C -1.201 3.729 -1.169
44 C -1.128 2.361 -1.806
45 S 0.490 1.909 -2.357
46 C -2.223 1.597 -1.972
47 C -3.598 2.039 -1.499
48 S -2.224 0.023 -2.782
49 H -0.285 3.944 -0.617
50 H -2.045 3.828 -0.486
51 H -1.305 4.503 -1.936
52 H -3.593 2.344 -0.449
53 H -4.319 1.230 -1.604
54 H -3.962 2.885 -2.087
55 O -1.463 0.663 -5.889
56 S -0.623 -0.493 -5.796
57 O -1.248 -1.785 -5.834
58 N 0.442 -0.414 -4.501
59 C 1.692 -0.043 -4.884
60 S 2.906 0.315 -3.837
61 C 1.813 0.031 -6.376
62 C 2.923 0.365 -7.130
63 C 2.808 0.338 -8.513
64 C 1.603 -0.012 -9.126
65 C 0.486 -0.330 -8.369
66 C 0.632 -0.301 -6.994
67 H 3.847 0.635 -6.634
68 H 3.663 0.591 -9.127
69 H 1.536 -0.031 -10.206
70 H -0.458 -0.587 -8.830
71 S 0.292 -4.614 -3.611
72 C -1.151 -4.033 -3.081
73 N -2.275 -3.871 -3.808
74 C -3.426 -3.210 -3.197
75 C -3.167 -3.112 -1.682
76 S -1.421 -3.527 -1.418
77 H -2.117 -3.764 -4.803
78 H -4.321 -3.801 -3.391
79 H -3.566 -2.219 -3.625
80 H -3.793 -3.798 -1.115
81 H -3.317 -2.092 -1.334

Results
HOMO energy (spin up / spin down)	-5.20 / -6.33	eV
net charge	0
LUMO (spin up / spin down)	-1.401 / -1.421	eV
energy relative to the best compared isomer or geometry (same formula, charge and spin)	1.065	eV
2S+1	2

No. 6
# C30H34BrN2O2PtS2

A structure of composition C30H34BrN2O2PtS2 (ωB97M-V/def2-TZVPD, OMol25).

Element x y z (Å)
1 Pt -1.257 1.670 0.494
2 C -3.728 5.214 -0.005
3 C -2.551 4.336 0.311
4 N -2.646 3.054 0.138
5 N -3.869 2.588 -0.339
6 C -4.102 1.358 -0.040
7 S -3.023 0.287 0.769
8 S -5.705 0.765 -0.518
9 C -5.217 -0.715 -1.458
10 C -4.264 -0.451 -2.598
11 C -4.350 0.695 -3.383
12 C -3.465 0.896 -4.431
13 C -2.478 -0.040 -4.705
14 C -2.381 -1.180 -3.922
15 C -3.268 -1.381 -2.875
16 C -1.314 4.937 0.789
17 C -1.360 6.191 1.416
18 C -0.228 6.821 1.882
19 C 1.009 6.197 1.701
20 C 1.095 4.974 1.081
21 C -0.054 4.288 0.614
22 O 0.109 3.146 0.025
23 H -4.254 4.829 -0.873
24 H -3.404 6.236 -0.183
25 H -4.440 5.205 0.825
26 H -6.163 -1.124 -1.822
27 H -4.781 -1.443 -0.776
28 H -5.094 1.445 -3.147
29 H -3.533 1.800 -5.024
30 H -1.777 0.129 -5.512
31 H -1.599 -1.906 -4.110
32 H -3.172 -2.259 -2.250
33 H -2.320 6.673 1.558
34 H -0.297 7.780 2.378
35 H 1.912 6.677 2.060
36 H 2.047 4.481 0.940
37 C 5.970 -1.622 2.088
38 C 4.902 -2.591 1.577
39 C 5.391 -3.169 0.241
40 C 4.760 -3.732 2.595
41 C 3.552 -1.905 1.388
42 C 3.288 -0.614 1.803
43 C 2.049 -0.041 1.585
44 Br 1.816 1.746 2.167
45 C 0.978 -0.681 0.911
46 O -0.130 -0.107 0.559
47 C 1.222 -2.062 0.593
48 C 2.487 -2.590 0.809
49 C 0.195 -3.046 -0.003
50 C 0.126 -4.306 0.879
51 C -1.236 -2.523 -0.107
52 C 0.647 -3.444 -1.418
53 H 6.935 -2.131 2.141
54 H 5.731 -1.255 3.088
55 H 6.074 -0.762 1.424
56 H 6.364 -3.653 0.368
57 H 5.493 -2.377 -0.503
58 H 4.696 -3.911 -0.154
59 H 5.719 -4.235 2.752
60 H 4.038 -4.475 2.251
61 H 4.409 -3.346 3.554
62 H 4.039 -0.013 2.297
63 H 2.654 -3.619 0.513
64 H -0.187 -4.039 1.891
65 H 1.081 -4.827 0.950
66 H -0.606 -5.007 0.467
67 H -1.626 -2.240 0.870
68 H -1.871 -3.322 -0.510
69 H -1.306 -1.650 -0.744
70 H 1.621 -3.936 -1.411
71 H 0.721 -2.557 -2.051
72 H -0.078 -4.130 -1.870

Results
HOMO energy	-4.35	eV
net charge	-1
LUMO	2.503	eV
energy relative to the best compared isomer or geometry (same formula, charge and spin)	0.000	eV

| no. | energy (eV) | M (Da) | F_max (eV/Å) |
| --- | --- | --- | --- |
| 1 | -123547.16630 | 799.9 | 0.91 |
| 2 | -153669.99355 | 700.8 | 1.63 |
| 3 | -89210.82794 | 603.8 | 3.28 |
| 4 | -94709.35768 | 837.8 | 1.21 |
| 5 | -140178.76551 | 802.9 | 1.56 |
| 6 | -133699.99175 | 793.7 | 0.60 |